No. 1
Entry from OMol25: a 2-piece molecular cluster, C18H30BO7P overall at a distorted geometry (wB97M-V/def2-TZVPD).

Properties
Lowest unoccupied orbital energy (eV): -1.71
E_HOMO (eV): -8.64
SMILES: C=CB(COC(C)=O)COc1ccccc1.CCOP(=O)(OCC)OCC
ΔE to the lowest compared entry with this formula, charge and spin (eV): 6.402
Calculated total energy (eV): -43441.942
Gap between HOMO and LUMO (eV): 6.93

```
! RIJCOSX wB97M-V def2-TZVPD def2/J DEFGRID3
* xyz 0 1
C 2.31943 -3.19068 -2.32303
C 3.19949 -2.56185 -3.24497
B 2.87206 -0.99739 -3.64626
C 3.15969 0.13252 -2.51333
O 3.81539 1.34085 -3.03624
C 3.24628 2.41946 -2.25300
C 2.38305 3.50129 -3.06684
O 3.38122 2.48870 -1.00347
C 2.26658 -0.74166 -5.13530
O 1.07830 0.09895 -5.18163
C 0.11440 -0.28568 -4.20831
C -0.35672 0.85098 -3.22572
C -1.42145 0.65491 -2.12236
C -2.02796 -0.76653 -1.95527
C -1.59054 -1.93186 -2.91420
C -0.53246 -1.68359 -4.05644
H 1.31952 -2.73095 -1.98610
H 2.62188 -4.21736 -1.92078
H 4.08262 -3.08711 -3.74032
H 2.18620 0.41814 -1.98156
H 3.84912 -0.35388 -1.71979
H 2.96463 4.47165 -3.22753
H 1.39582 3.64908 -2.49847
H 2.08976 2.99782 -4.06508
H 3.08672 -0.16731 -5.72529
H 2.10058 -1.71288 -5.74677
H 0.09057 1.90415 -3.34963
H -1.71143 1.56791 -1.48405
H -2.81396 -0.89572 -1.13500
H -2.05024 -2.97940 -2.77498
H -0.23283 -2.54323 -4.74314
O -1.78530 -1.07379 2.17371
P -1.62762 0.11519 3.12883
O 0.02621 0.08971 3.13407
C 0.71388 0.67458 2.03561
C 0.62700 2.18884 2.06291
O -1.84502 -0.77793 4.51976
C -2.65194 -1.95367 4.48476
C -1.80695 -3.19546 4.25063
O -1.47983 1.48359 4.15190
C -2.68747 2.19860 4.43311
C -3.64434 1.42069 5.32211
H 0.31726 0.27888 1.09424
H 1.75949 0.36880 2.11077
H -0.40175 2.52496 1.89687
H 1.25817 2.62697 1.28495
H 0.94012 2.57837 3.03420
H -3.43930 -1.85834 3.73231
H -3.15665 -2.03636 5.45320
H -1.07199 -3.05997 3.45565
H -2.43940 -4.04991 3.99915
H -1.24286 -3.43977 5.15460
H -3.17278 2.47257 3.49229
H -2.39793 3.12052 4.94314
H -4.10674 0.59920 4.77102
H -4.44800 2.06515 5.68611
H -3.12196 0.98923 6.17900
*
```

---

No. 2
Entry from OMol25: one molecule with the formula C18H30BrN3O3S (wB97M-V/def2-TZVPD).

Properties
Lowest unoccupied orbital energy (eV): 0.54
E_HOMO (eV): -8.57
SMILES: CCCN(CCC)CCCNC(=O)CCNS(=O)(=O)c1ccc(Br)cc1
Calculated total energy (eV): -110643.772
Gap between HOMO and LUMO (eV): 9.11

```
! RIJCOSX wB97M-V def2-TZVPD def2/J DEFGRID3
* xyz 0 1
C 3.08519 -2.25684 -3.57062
C 2.15026 -2.92129 -2.56529
H 2.44591 -2.65417 -1.54890
C 0.67066 -2.55452 -2.76309
N 0.19547 -1.58391 -1.78618
C -1.26162 -1.58254 -1.66176
C -1.73610 -2.64486 -0.66153
C -1.47071 -2.20560 0.77312
N -0.05763 -1.92388 0.93963
C 0.37800 -1.18706 1.96235
O -0.31045 -0.88616 2.93187
C 1.84364 -0.77156 1.89965
H 2.37468 -1.31372 1.11890
H 2.28863 -1.00947 2.86848
C 1.96376 0.74441 1.66354
N 0.95164 1.51148 2.37313
S -0.30375 2.00054 1.37881
O 0.19485 3.05791 0.54963
O -0.91366 0.90111 0.67538
C -1.45409 2.63736 2.58414
C -2.11900 1.73817 3.39776
C -3.01116 2.21494 4.34301
C -3.21333 3.58327 4.44490
C -2.54682 4.48507 3.62927
C -1.65568 3.99972 2.68741
H -1.11323 4.65713 2.02695
H -2.72329 5.54485 3.73064
Br -4.43645 4.24136 5.73723
H -3.54207 1.53609 4.99229
H -1.92950 0.68053 3.28986
H 0.56629 0.95948 3.13465
H 1.85290 0.98218 0.60297
H 2.94844 1.09485 1.99088
H 0.44407 -1.91738 0.04903
H -1.76959 -2.98460 1.48354
H -2.03664 -1.29620 1.00283
H -1.22665 -3.59146 -0.85115
H -2.80737 -2.80545 -0.78789
H -1.56940 -0.60629 -1.28381
H -1.74643 -1.74644 -2.63561
C 0.75805 -0.24620 -1.91409
C 0.40864 0.54178 -3.18255
C 0.95610 1.96029 -3.08038
H 2.04309 1.94721 -3.02214
H 0.57375 2.44993 -2.18667
H 0.66761 2.54678 -3.94971
H -0.67644 0.57946 -3.29555
H 0.82387 0.05112 -4.06626
H 0.39576 0.32594 -1.05660
H 1.84501 -0.32976 -1.83022
H 0.06548 -3.45395 -2.62797
H 0.50926 -2.20977 -3.79592
H 2.26186 -4.00318 -2.66053
H 4.11403 -2.55683 -3.38269
H 2.82406 -2.55644 -4.58355
H 3.03009 -1.17342 -3.51119
*
```

---

No. 3
Entry from OMol25: C18H30Cd2Cl6F2O27S3 as an isolated structure at a distorted geometry (wB97M-V/def2-TZVPD).

Properties
Lowest unoccupied orbital energy (eV): 2.85
E_HOMO (eV): -3.01
ΔE to the lowest compared entry with this formula, charge and spin (eV): 0.000
Calculated total energy (eV): -196645.267
Gap between HOMO and LUMO (eV): 5.87

```
! RIJCOSX wB97M-V def2-TZVPD def2/J DEFGRID3
* xyz -2 1
Cd -2.14732 0.88163 2.71052
Cd 0.32429 3.78583 0.14724
S -3.38143 -1.41730 3.50620
O -4.04393 -0.24480 2.81369
O -3.96957 -1.62678 4.84225
O -3.48715 -2.70929 2.81381
O -1.94870 -0.93989 3.68517
S -2.05993 3.97988 1.46884
O -0.64032 4.09852 1.99928
O -2.61007 2.67269 1.88025
O -2.91361 5.09386 1.77793
O -1.73265 3.93013 -0.01989
S 0.00903 0.53452 1.02616
O -0.06675 1.00479 2.44463
O -1.40406 0.11707 0.74249
O 0.22298 1.73167 0.15840
O 0.95656 -0.55918 0.82312
C 2.56357 1.30714 -1.79963
O 2.26180 2.11533 -2.95650
C 1.73863 3.31688 -2.79630
O 1.21244 3.75595 -1.79631
O 1.80415 3.97134 -3.94436
C 1.31519 5.29993 -3.95460
H 3.53904 0.86632 -2.02772
H 1.89400 0.46418 -1.77689
H 2.65513 1.76181 -0.82140
H 1.02466 5.54258 -4.96962
H 2.08535 5.98823 -3.60343
H 0.45166 5.40372 -3.29800
C 4.79750 3.69297 -0.10157
O 4.45243 3.47518 1.25628
C 3.25005 3.73535 1.69007
O 2.31507 4.07569 1.00047
O 3.21824 3.63245 2.97782
C 1.92472 3.80549 3.58471
H 4.66041 2.79111 -0.70133
H 5.87102 3.86225 -0.11030
H 4.22180 4.52395 -0.50274
H 1.46954 4.74641 3.28769
H 1.97799 3.70364 4.66280
H 1.23657 3.00968 3.28074
C -3.23127 -4.96659 -3.52279
O -3.03071 -3.71545 -2.86691
C -3.91717 -3.39633 -1.91304
O -4.94823 -3.96886 -1.72127
O -3.42725 -2.39039 -1.24502
C -4.03541 -1.90940 -0.01968
H -3.94091 -4.82722 -4.33730
H -3.58742 -5.70684 -2.80586
H -2.26019 -5.30982 -3.86959
H -4.31937 -2.74661 0.61318
H -4.87044 -1.24559 -0.23235
H -3.26985 -1.38245 0.53994
C -1.04770 -1.67660 -2.69826
C 0.08566 -2.69316 -2.85104
O 0.68291 -2.37856 -4.09751
C 0.15988 -1.20579 -4.57179
O 0.51911 -0.68701 -5.57446
O -0.72506 -0.70474 -3.70345
F -0.39225 -3.98595 -2.90415
H -1.11723 -1.23659 -1.70751
H -2.00234 -2.15315 -2.92717
H 0.78513 -2.61622 -2.01886
C -0.52005 -3.64093 1.23333
C 0.20704 -3.57074 2.57400
O 1.31490 -4.44055 2.35106
C 1.05233 -5.27052 1.31304
O 1.69571 -6.22278 1.04552
O -0.06845 -4.89463 0.67060
F -0.49850 -4.10003 3.60700
H -0.18063 -2.78492 0.64350
H -1.59366 -3.51255 1.37635
H 0.47192 -2.54914 2.80910
C 1.58966 -0.17128 4.51875
Cl 1.95490 0.87157 5.89884
Cl 2.27068 -1.78815 4.64186
H 0.52313 -0.23028 4.30784
H 1.98554 0.34598 3.65176
C 4.06842 -2.22541 0.87217
Cl 3.89565 -3.41889 -0.40293
Cl 4.78290 -0.69960 0.31059
H 3.07674 -2.06101 1.29898
H 4.61057 -2.54956 1.75754
C -2.98580 1.80072 -1.85890
Cl -4.44803 2.28005 -1.01735
Cl -3.50641 0.50207 -2.98911
H -2.60412 2.64452 -2.41465
H -2.25266 1.40845 -1.16397
*
```

---

No. 4
Entry from OMol25: an isolated ion of composition C18H30ClF3N5O6S and charge +1 at a distorted geometry (wB97M-V/def2-TZVPD).

Properties
Lowest unoccupied orbital energy (eV): -3.77
E_HOMO (eV): -12.42
SMILES: CCOCCOCNC1=[N+](CCN(CC)C(C)=O)[C@@](O)(Cl)O[C@](C[C@H](O)C(F)(F)F)(N=C=S)N1
Calculated total energy (eV): -70390.331
Gap between HOMO and LUMO (eV): 8.65

```
! RIJCOSX wB97M-V def2-TZVPD def2/J DEFGRID3
* xyz 1 1
C 5.95029 1.05224 0.64614
C 4.78762 1.60648 -0.17098
O 4.49067 0.81312 -1.31798
C 3.52256 -0.16190 -1.02315
C 3.27650 -1.05256 -2.24576
O 1.94458 -0.93384 -2.75730
C 0.99264 -1.59417 -1.99627
N -0.17507 -0.71114 -1.95418
C -1.00290 -0.56248 -0.96562
N -1.97825 0.42676 -1.16676
C -3.22866 0.22957 -0.42694
C -3.89879 1.53222 0.03104
C -3.65814 2.73409 -0.88869
O -2.69932 3.61498 -0.28741
C -4.91733 3.57688 -1.09389
F -5.67162 2.99863 -2.04621
F -4.60665 4.80418 -1.50978
F -5.63101 3.68708 0.03035
N -4.20302 -0.45864 -1.31695
C -4.10815 -0.27570 -2.52200
S -4.16727 0.08436 -4.03269
O -3.08339 -0.64748 0.67403
C -1.81720 -0.74231 1.19445
O -1.90440 -1.56170 2.27256
Cl -1.13344 0.86488 1.76435
N -0.87464 -1.29608 0.18779
C -1.14625 -2.76576 -0.00563
C -0.09598 -3.68896 0.67507
N 0.54242 -3.14232 1.86178
C 1.92094 -2.62212 1.65608
C 2.03316 -1.14385 2.04482
C 0.52271 -4.07291 2.95226
C 0.71287 -3.45570 4.32684
O 0.38051 -5.25772 2.81073
H 6.32296 1.85803 1.28103
H 5.64838 0.25276 1.32584
H 6.75012 0.68868 0.00445
H 5.01983 2.61345 -0.51486
H 3.91270 1.68945 0.48495
H 2.56996 0.30705 -0.73410
H 3.87930 -0.78237 -0.19029
H 3.98701 -0.78914 -3.02435
H 3.45067 -2.09504 -1.96279
H 1.30632 -1.86700 -0.98749
H 0.69473 -2.50890 -2.52503
H -0.32972 -0.16664 -2.79649
H -1.52368 1.30761 -0.92212
H -3.63598 1.79291 1.05364
H -4.96798 1.31928 0.06095
H -3.25787 2.46545 -1.86879
H -2.10096 3.11434 0.27430
H -1.57004 -1.11217 3.05597
H -1.05439 -2.96544 -1.07415
H -2.16407 -3.02548 0.27192
H 0.65384 -3.98051 -0.06711
H -0.63000 -4.60999 0.90564
H 2.29153 -2.83503 0.65314
H 2.58195 -3.16697 2.33539
H 1.39583 -0.97392 2.91337
H 3.04275 -0.85441 2.33519
H 1.64336 -0.49080 1.26300
H 0.58857 -4.20133 5.10137
H 1.70908 -3.00892 4.36697
H 0.01375 -2.62363 4.41848
*
```